(1)
The following is a DFT calculation (ωB97M-V/def2-TZVPD) of a molecular structure, C36H40F4N5O7Sn.

```
93
C36H40F4N5O7Sn ωB97M-V/def2-TZVPD
H -1.9562 1.4011 -4.6192
H 3.0095 -1.0079 2.9776
C -3.2544 -0.6368 -1.0370
H 3.4456 -3.2790 2.1075
F -3.0611 -2.6114 5.4062
C -1.4358 -3.8144 -3.2840
N -0.3009 -2.5139 -1.5018
O -1.5271 -0.9539 0.6917
H 0.5310 -4.1619 -2.4652
F -3.9851 2.7241 4.9321
C -4.6195 0.6202 5.7674
H -0.6280 3.8564 -2.3009
H 0.0395 2.7611 -1.1048
H 0.6141 -3.5724 2.9819
C 2.1140 0.8906 -0.5812
C 3.2588 3.6210 1.7525
C 0.0591 -1.4855 -2.4698
O -3.3490 -1.7637 -1.4956
C -3.7596 1.4188 5.0293
C 2.6602 2.4881 1.2392
H 4.2009 5.0268 -1.1759
H -1.8334 3.0545 -4.0352
C 2.6770 -3.3711 1.3398
C 0.2906 3.3663 -1.9804
C -3.2552 -1.3031 5.2527
H 2.0495 -4.2288 1.5806
C -0.9088 -1.4070 -3.6390
C 0.8874 2.5605 -3.1055
H 1.2552 0.6370 3.9881
C -0.7975 -2.2781 3.8780
O -4.9022 0.6519 -2.2903
C 1.6755 -0.2503 4.4669
H -0.2842 -2.4042 4.8377
C -2.3532 -0.1799 -0.0077
H 1.1720 -2.1948 0.3287
H -1.6258 -2.7505 -5.0760
C 2.2748 2.4458 -3.2799
H -0.5790 -0.6991 -4.3960
H 3.1833 -3.5946 0.4008
C -0.4493 -3.8138 -2.1189
H 2.2941 -2.2514 3.9830
H 2.5613 -1.2811 0.8727
H -1.1354 -2.2443 -0.9922
H 2.5686 0.0674 5.0047
H -2.4298 -3.5179 -2.9496
H 0.9765 4.1429 -1.6480
H 1.0770 -1.6668 -2.8328
C -2.6643 0.8774 4.4061
C 1.9492 1.2906 -5.3745
H -1.9202 -1.1737 -3.3130
O -3.5024 2.9709 -1.0550
C 0.1191 -2.6345 2.7162
H -0.0684 -3.0204 -4.6326
N 3.2061 3.0244 -2.4111
N -0.9941 -2.7724 -4.2767
H 2.2344 1.7620 1.9238
C 2.6403 2.2177 -0.1300
O 2.6397 0.2353 -1.4506
C 1.8842 -2.0858 1.1463
C 0.5756 1.3600 -5.1913
H 4.1184 3.1478 -2.8177
C -1.4495 2.0422 -3.8968
C 3.1937 3.1506 -1.0137
H -1.4832 -4.7712 -3.8023
C -4.3447 -0.7364 5.8681
C 3.8410 4.5269 0.8743
C -3.9995 0.6134 -1.5098
H -0.4791 -2.8207 1.8221
C 3.7925 4.2989 -0.4859
H -1.6005 -3.0151 3.8624
H -0.0968 0.9719 -5.9501
N -1.2822 -0.9201 3.7924
C -3.3235 1.8112 -0.8146
C 2.0801 -1.3158 3.4560
H 4.3124 5.4252 1.2504
C 2.7884 1.8124 -4.4142
C -2.3332 1.2008 0.1101
N 1.1242 -1.6199 2.3528
C 0.0456 1.9723 -4.0610
H 0.9564 -0.6034 5.2022
F -5.1531 -1.5161 6.5794
H -0.8038 -4.5359 -1.3831
O 1.0488 0.4446 0.0665
H 0.1005 -0.5130 -1.9808
O -1.4834 1.8174 0.8647
H 2.3638 0.8325 -6.2634
H 3.8630 1.7378 -4.5309
C -2.3551 -0.5202 4.4635
H -5.4804 1.0449 6.2643
F -1.8413 1.6743 3.7347
H 3.2735 3.7993 2.8190
Sn -0.1933 0.2814 1.6434
H -1.7437 1.7338 -2.8915
```

The HOMO energy (alpha / beta) is -0.355 / -0.355 Ha. The calculation puts the electronic energy at -2809.7821 a.u. The largest force on an atom is 0.7 eV Å⁻¹. The value obtained for the energy relative to the best compared isomer or geometry (same formula, charge and spin) is 0.716 eV. As for the net charge: +1.

=====

(2)
The following is a DFT calculation (ωB97M-V/def2-TZVPD) of a molecular structure, C36H40IrN8O3S in a non-equilibrium geometry.

```
89
C36H40IrN8O3S ωB97M-V/def2-TZVPD
C -2.7732 -0.1989 2.2967
O 0.9377 1.4473 2.3857
H 1.8171 1.7976 -3.9635
H 0.7452 -2.4886 2.4223
H 4.8934 -1.9644 0.6418
N -4.0853 -0.1486 2.4875
C 3.0118 1.2959 -0.0082
H -1.9618 0.6515 4.0775
C 0.4211 -0.1499 4.0874
H 1.8331 5.0329 -0.1830
C -0.2936 4.9348 -0.0271
C 1.0021 -0.1825 -3.7963
C 4.4233 1.3080 0.0173
H -1.9817 2.0164 -0.0305
C -4.7333 -0.1737 3.7787
S -0.5075 0.5074 -3.0188
C -0.2984 -5.1406 0.6204
H -0.0447 0.0458 5.0560
H -2.3956 4.4610 0.0956
H -0.7110 -2.4828 -1.4166
N 1.9750 1.7420 4.3662
H -0.4279 6.0043 0.0260
H 1.7831 2.0554 6.4244
H 2.3959 -2.9852 -5.0109
H 4.9543 2.2338 -0.1465
C -2.9275 -0.7447 -3.7583
H -4.4172 -0.1897 0.4336
H 1.9676 0.3525 5.9574
C 2.2740 1.3694 5.7294
C 2.6482 2.9378 3.9017
H 2.4347 -1.8727 0.4888
H -5.5587 0.8171 1.3603
C 1.9611 0.7467 -4.1632
C -0.4753 -3.0615 -0.5360
N 0.0058 -2.3853 0.5029
H -1.6904 -0.3434 -1.3758
C 0.2188 -4.4355 1.7062
C -0.4522 -6.5535 0.6823
C 3.0194 -0.9723 0.3760
H 3.8428 1.0393 -5.1359
H 2.6848 3.6699 4.7041
H -2.6503 0.6385 -7.3684
H 4.1617 -1.3667 -5.6100
H -2.2273 -1.1183 4.1753
N 2.3281 0.1565 0.1610
H -0.8478 1.0809 -5.7415
C -1.8235 -0.0053 -4.1593
H 0.3611 -2.2441 -3.8593
H -4.9111 -1.1997 4.1124
H -4.7686 -1.6087 -4.4035
C 2.2832 -1.9407 -4.7570
C 1.1263 2.9879 -0.1476
N -0.5904 -7.6845 0.7403
H 2.1054 3.3553 3.0563
Ir 0.0585 0.0207 0.6559
C 3.2679 -1.0303 -5.1033
H 0.5271 -4.9484 2.6044
H -4.6616 -0.6074 -6.6554
C -3.9202 -1.0049 -4.6871
C -1.7112 0.5027 -5.4524
H -3.0118 -1.1421 -2.7573
H -5.6933 -0.9415 1.4306
C -1.3916 4.0772 0.0184
H -1.0420 -4.9474 -1.3938
H 6.1965 0.1538 0.3148
C -2.7176 0.2474 -6.3651
O -2.2648 -0.1462 1.1580
C -1.1592 2.7168 -0.0493
H 3.0927 3.2655 -0.2909
C 1.1302 -1.5281 -4.1005
H 1.1452 -0.9676 4.2026
N 2.4122 2.5147 -0.2054
C 1.1497 1.0924 3.5647
C 0.9657 4.3901 -0.1337
N 0.0631 2.1791 -0.1202
C 4.3952 -1.0286 0.4508
C -4.9856 -0.1119 1.3572
C -1.8870 -0.2975 3.5288
C 0.3468 -3.0612 1.5986
N -0.7057 -0.2634 -1.6237
H -4.1634 0.3523 4.5405
C -3.8371 -0.4765 -5.9716
C 5.1185 0.1481 0.2624
H 3.6736 2.7096 3.6056
H 3.3497 1.4565 5.8947
C -0.6525 -4.4346 -0.5294
H -5.7054 0.3101 3.6900
O -0.5481 -0.5578 3.1351
C 3.1027 0.3183 -4.8246
```

The HOMO energy (alpha / beta) is -0.664 / -0.664 Ha. As for the expectation value of S²: 0.844. As for the spin multiplicity: 2. The calculation puts the electronic energy at -2560.5800 a.u. The largest force on an atom is 4.9 eV Å⁻¹. The value obtained for the energy relative to the best compared isomer or geometry (same formula, charge and spin) is 4.932 eV. As for the net charge: +4.

=====

(3)
The following is a DFT calculation (ωB97M-V/def2-TZVPD) of a molecular structure, C36H41BCaN8OS2.

```
90
C36H41BCaN8OS2 ωB97M-V/def2-TZVPD
C -4.1606 -1.7539 -0.8642
C -2.2380 -4.4938 -3.3449
H -3.5496 -0.9156 -6.0341
C -1.4306 1.2014 -3.3084
H 1.1567 3.2147 -2.7163
H 5.8599 2.3646 1.9036
N -1.7520 -2.1821 -1.7573
C -3.2404 0.0564 0.6883
H 5.2260 -0.3008 -2.7566
H -2.2013 2.9760 2.0897
C -4.5714 0.6092 2.6674
H 2.1608 4.7239 4.6423
C 1.6879 1.8233 4.9112
C -2.9597 -3.8913 -4.5242
B 1.9479 0.9533 1.7512
C -4.2717 -0.2128 1.5972
H -2.2477 -5.5825 -3.4312
C -1.2694 -1.8614 4.0483
H 1.9817 6.5500 2.2312
H 3.7846 0.6516 -3.1255
H -4.0294 2.4452 3.6645
H -4.8453 -1.1256 1.4799
H -1.5041 3.2079 -2.3555
C -4.3598 -2.7993 -6.6902
H -5.1018 -1.2601 -0.6344
H -3.7571 -5.7685 -5.1794
C -2.9118 -2.5230 -4.7840
N 2.0356 2.3287 2.4528
H 1.6359 2.4239 5.8209
H 1.0622 0.8116 0.9712
H -0.3709 -0.5706 -4.1757
H -1.4417 -2.8909 3.7268
C 4.5116 0.9949 1.0089
H 4.2638 -0.4647 3.8468
H -4.9928 -4.8119 -7.0891
H 0.7504 1.2848 4.7893
H 2.4767 1.0800 5.0416
H 6.1843 0.7452 -0.4046
C -2.8067 2.0864 1.9600
H -4.1611 -2.7477 -0.4070
H 4.0563 -2.2119 3.9256
C -3.7172 -4.7002 -5.3668
H 3.6845 6.1211 2.0612
C -0.5704 -2.6373 -2.0039
C 2.6649 5.7930 1.8405
H -4.0738 -1.9032 -1.9384
S -0.4972 -4.0233 -3.1352
H -4.8986 -2.3747 -7.5290
C 5.1166 1.6314 2.2199
H 5.6231 0.9124 2.8656
H 4.3608 2.1547 2.8057
C -4.4130 -4.1625 -6.4428
C 2.2878 -1.1658 3.4005
C 2.3786 4.4473 2.4254
C 0.1107 -1.4103 3.6934
H -2.7416 -4.2166 -2.4173
H -2.4637 0.8829 -3.2658
C 3.7713 -1.3147 3.3756
H 1.8286 0.8634 -3.8457
C 2.1677 4.0880 3.7706
C 1.9513 2.7235 3.7479
H -5.3626 0.3470 3.3594
N 0.2757 -0.3574 2.9181
C -3.6057 -1.9823 -5.8554
H 3.6100 -1.0363 -2.6573
C -0.3409 0.4340 -3.7774
N -1.8062 -1.1250 -0.8545
Ca 0.1543 0.5345 -1.0247
C 0.8319 1.1935 -3.5989
C 5.1318 0.6670 -0.1796
H 1.5683 -2.8487 4.6201
C -3.8189 1.7785 2.8334
H 4.1474 -1.3970 2.3539
N 3.1935 0.7650 0.8528
N 2.9242 0.3861 -0.4265
C -2.9887 -0.9270 -0.3765
C 4.0921 0.2820 -1.0440
N 2.3014 3.3857 1.6460
O -1.4867 1.5706 0.0979
C 1.3604 -1.9661 4.0350
H -1.4452 -1.8150 5.1269
H -1.9967 -1.2199 3.5492
C 4.1857 -0.1268 -2.4774
H 2.5480 5.7453 0.7585
C -2.4498 1.2433 0.8623
C -0.9272 2.4319 -2.8364
S 0.9732 -2.1810 -1.4111
H -2.3356 -1.8853 -4.1284
N 1.6138 -0.1971 2.7456
C 0.4747 2.4269 -3.0086
```

The HOMO energy is -0.066 Ha. The calculation puts the electronic energy at -3408.8128 a.u. The largest force on an atom is 0.8 eV Å⁻¹. The value obtained for the energy relative to the best compared isomer or geometry (same formula, charge and spin) is 0.000 eV. As for the net charge: -2.

=====

(4)
The following is a DFT calculation (ωB97M-V/def2-TZVPD) of a molecular structure, C36H41BCl5F2KN3O4SbSe2.

```
96
C36H41BCl5F2KN3O4SbSe2 ωB97M-V/def2-TZVPD
C 3.2736 -4.6922 0.5810
H -3.0805 1.3954 -0.7402
C 0.8661 3.4853 -4.3288
K -0.1387 -0.5656 0.9137
N -0.8539 2.1930 -3.1262
C 1.2626 2.6802 -0.1161
C -0.4590 3.2138 -3.9868
Cl 4.7119 -3.8909 1.1397
O 2.3351 -1.3541 0.2867
H 0.4255 -4.8074 2.9132
O -2.7834 3.7038 -4.3277
H 0.6206 -0.1689 -3.5064
Cl 4.5815 -7.0294 0.8152
H -3.0788 -2.3884 -3.8646
C -3.6112 -1.6316 3.5674
H 3.2260 5.9718 -2.2123
H 4.2758 0.7350 2.9694
C -3.1110 0.5913 -1.4680
H -5.2466 -1.4407 -3.1163
H 2.7318 6.2780 -0.5273
C 2.7477 4.1118 1.1555
C 2.0121 -6.6811 0.0047
C -0.6462 -4.6136 2.9145
H -5.5535 -1.6583 0.9653
O 2.4955 4.3546 -1.2602
H -2.3649 4.2585 -2.3510
C 0.8535 1.9345 0.9798
C -1.4673 3.9710 -4.6040
C 0.8723 -5.8717 -0.1685
C -1.8756 0.0781 -1.8906
C 0.9339 -4.5112 -0.0308
H 2.6376 -3.5960 3.2876
C -4.5091 -1.9897 0.9057
C -3.2136 4.0433 -2.9993
H 1.1125 1.9144 3.1265
H -3.2094 -3.6389 4.2971
H -3.7691 3.2026 -2.5874
Cl 1.9464 -8.3962 -0.2672
C 3.1951 -6.0525 0.4312
C 4.1919 -0.3543 2.9642
C 3.2118 5.5641 -1.2026
H 4.2417 5.4066 -0.8679
H 1.2705 -0.2605 5.8804
C 2.3595 -2.4887 -0.0832
H 1.6573 2.8877 -3.8941
H 2.7481 3.7104 3.2669
H -4.4514 -3.0304 1.2392
B -2.0032 0.9000 3.5316
C 0.5166 -1.1762 -3.0983
C -0.2665 1.7370 -1.9264
F -2.1794 2.2034 3.8858
C -1.1583 4.9384 -5.5417
C 2.1774 -3.8352 0.2296
H 3.4717 4.9117 1.2179
H 1.1449 -1.8631 -3.6600
Cl -0.6538 -6.6225 -0.5289
H 4.4781 -0.7233 1.9783
H 2.3046 1.0464 5.2837
C 2.2064 -0.0384 5.3656
C -4.3190 0.0812 -1.9068
H 0.4043 5.9724 -6.5927
H -3.3594 -1.0519 4.4538
H -4.6830 -1.8257 3.5563
H 2.2117 4.6724 -5.4873
C 1.1738 4.4823 -5.2452
N -0.6982 0.6629 -1.3710
H 3.6017 -2.8726 4.5983
C 2.1876 3.7350 -0.0521
H -3.0578 -3.4225 2.5462
F -1.0386 0.3492 4.3459
H 0.8297 -1.1805 -2.0576
N 0.7495 2.5067 -1.4671
H 1.8606 -3.1697 4.8284
H -4.1887 -1.9523 -0.1384
C 2.6269 -2.8746 4.1071
H -5.2475 0.4836 -1.5220
H 0.9647 3.3003 -2.0436
Cl -0.4704 -3.5018 -0.2180
C 2.3400 3.4242 2.3015
H -1.1494 -5.3583 3.5297
H -1.9757 5.4830 -5.9989
Se -3.2413 -0.5347 1.9907
Se -0.9252 -2.8312 3.6394
C 0.1664 5.2052 -5.8669
C -3.1126 -1.5365 -3.1966
C 1.4230 2.3881 2.1932
C -1.8894 -1.0154 -2.7695
H -1.7682 1.8023 -3.2994
C -4.3160 -0.9977 -2.7831
Sb 2.1499 -0.8903 3.3807
H -1.0167 -4.6591 1.8910
C -2.8743 -2.9581 3.5105
H 3.0506 -0.4405 5.9304
H -3.8582 4.9217 -3.0523
H 4.8473 -0.7825 3.7256
O -0.8107 -1.6656 -3.2750
```

The HOMO energy is -0.033 Ha. The calculation puts the electronic energy at -10030.1671 a.u. The largest force on an atom is 0.7 eV Å⁻¹. The value obtained for the energy relative to the best compared isomer or geometry (same formula, charge and spin) is 2.702 eV. As for the net charge: -2.

=====

(5)
The following is a DFT calculation (ωB97M-V/def2-TZVPD) of a molecular structure, C36H41Cl2N5OP2PtSSeTe.

```
91
C36H41Cl2N5OP2PtSSeTe ωB97M-V/def2-TZVPD
H 1.6100 2.7223 -1.5112
H -3.7544 4.0222 0.3731
H 0.6567 -1.2217 -4.2751
O -0.2126 -4.6316 0.1048
C -0.4584 -3.0293 -4.5203
C 0.9451 4.8297 -0.0634
H 0.7335 -5.2609 1.8154
C -5.9699 3.6539 2.8304
C -4.4043 3.6168 1.1355
H -0.4745 -2.9474 -5.5987
H 0.6649 4.8526 -1.1180
C 0.1775 4.3846 2.1497
Cl -3.1616 -1.6314 -2.0655
P 0.3733 1.8379 0.4074
H 2.0502 3.2750 -5.0865
H 1.7864 1.4403 2.3518
H 3.2523 3.1824 1.6887
H -2.2770 -3.6601 3.1373
H 3.9494 1.9186 -4.2876
H -1.6935 2.9787 0.8967
H -3.8842 -3.7746 -2.6747
H 5.9968 -3.1817 0.2511
C -0.4113 -3.2258 -1.7589
S -5.7379 1.9964 2.6012
C -0.0818 -4.5970 1.5423
C 0.2031 -2.1331 -2.3815
C 0.3214 -1.3642 3.6185
C 4.3948 -1.8575 0.7714
C 3.3046 -2.5508 -1.6958
N 2.0767 3.9235 0.1213
H 1.4044 -1.4950 3.6725
C 4.5119 -3.0983 -1.2919
C 0.9308 2.0919 2.1540
C 0.2141 -3.1308 1.8433
C 1.8188 2.6075 -0.4502
H -1.0135 -4.9545 1.9785
C -5.1851 4.4087 1.9953
H 0.1330 1.8058 2.8377
C 3.1851 -1.3091 0.3749
C -1.0445 -4.1183 -3.8958
Pt -0.2631 -0.3257 0.2852
N -2.0302 0.2886 1.4843
H 2.8802 -2.8242 -2.6544
H 1.2595 5.8307 0.2327
H 3.5721 0.0814 -2.6821
C -4.5970 2.2640 1.3371
H 0.0005 -3.4274 3.8943
H -0.6774 4.0619 2.7480
H 5.0279 -3.7979 -1.9350
H 0.1237 -0.5489 2.9194
H 4.8210 -1.5930 1.7298
H 1.2980 -2.9691 1.8540
H -0.2445 2.7886 -4.3008
H 2.6542 -0.6229 1.0273
H -2.2946 -2.0560 2.4231
C 2.6409 -1.6502 -0.8623
H -2.2148 -2.2566 4.1820
H -0.0262 -1.0539 4.6027
C -4.1007 -3.1227 -1.8368
H -1.4456 -5.0815 -2.0160
H -6.6660 4.0091 3.5736
H 2.7481 4.8716 1.8415
C 2.9487 1.7102 -3.9348
P 1.1009 -0.8978 -1.3941
C 0.5882 2.2013 -3.9373
C -0.3425 -2.6662 3.1831
H -0.6331 0.9676 -2.6786
Cl -3.6224 -3.9346 -0.3448
N -0.2801 -2.4559 0.5900
N -0.2212 4.4642 0.7417
C 0.3722 1.1782 -3.0329
C 2.4228 3.8758 1.5390
C 5.0557 -2.7501 -0.0619
Se -2.3802 1.3065 4.1935
H -1.5176 -4.8933 -4.4837
C 0.1756 -2.0462 -3.7697
C -2.1687 0.7261 2.6108
H 2.6979 1.9675 -0.3433
C 1.4506 0.4162 -2.5727
N 1.3018 3.4799 2.3882
C -1.0089 -4.2261 -2.5141
Te -3.8747 0.6707 0.2860
C -0.8263 3.2216 0.2793
C -0.3433 -3.3828 -0.3047
H -1.1668 3.3254 -0.7540
H 0.4690 5.3839 2.4738
H -5.1511 -2.8626 -1.7880
C 1.8809 2.4710 -4.3830
H -5.1916 5.4878 1.9896
C -1.8679 -2.6542 3.2287
C 2.7361 0.6742 -3.0314
```

The HOMO energy is -0.485 Ha. The calculation puts the electronic energy at -6535.0416 a.u. The largest force on an atom is 0.4 eV Å⁻¹. The value obtained for the energy relative to the best compared isomer or geometry (same formula, charge and spin) is 0.000 eV. As for the net charge: +2.